Below is a 6-piece molecular cluster, C13H22BrCl20NO4P2 overall at a distorted geometry, with properties calculated with ωB97M-V/def2-TZVPD.

Each line ends with the natural charge from an NBO analysis.
Geometry (Å):
C 1.271 -1.802 1.104  -0.61
C 1.386 -2.373 -0.328  -0.19
C 2.747 -1.943 -0.887  -0.61
C 0.216 -1.813 -1.149  -0.26
C 0.369 -1.948 -2.681  -0.62
C -1.120 -2.394 -0.667  -0.06
O -2.046 -1.356 -0.349  -0.86
P -3.517 -1.317 -1.185  1.44
Br -5.436 -1.230 -2.605  -0.44
C -4.194 -2.750 -0.236  -0.53
N -5.636 -2.744 0.009  -0.82
C -3.768 0.407 -0.639  -1.17
P -2.308 1.482 -0.701  2.37
O -1.608 1.599 0.579  -1.09
O -2.947 2.869 -1.160  -0.99
O -1.351 1.091 -1.924  -0.99
H 1.796 -2.434 1.819  0.20
H 0.242 -1.631 1.411  0.21
H 1.773 -0.833 1.120  0.21
H 1.335 -3.463 -0.259  0.19
H 2.661 -0.900 -1.203  0.21
H 3.497 -1.987 -0.103  0.21
H 3.057 -2.523 -1.752  0.21
H 0.168 -0.746 -0.929  0.23
H 1.367 -2.246 -2.987  0.22
H 0.163 -0.995 -3.172  0.21
H -0.323 -2.674 -3.109  0.20
H -1.534 -3.076 -1.418  0.16
H -0.978 -2.990 0.236  0.19
H -2.841 -1.543 -2.389  -0.03
H -3.680 -2.803 0.718  0.24
H -3.893 -3.627 -0.818  0.22
H -6.118 -3.327 -0.660  0.37
H -5.794 -3.181 0.909  0.36
H -4.526 0.862 -1.268  0.30
H -4.139 0.439 0.384  0.31
H -2.251 3.375 -1.601  0.51
H -1.673 0.339 -2.431  0.51
Cl -0.943 4.632 -3.691  0.04
C -1.734 3.985 -5.141  -0.23
Cl -0.739 2.695 -5.821  0.06
Cl -3.314 3.342 -4.699  0.07
Cl -1.924 5.276 -6.326  0.06
Cl -0.401 7.368 1.017  0.06
C -0.480 5.615 0.810  -0.22
Cl 0.830 4.854 1.711  0.07
Cl -2.027 5.013 1.378  0.08
Cl -0.309 5.216 -0.914  0.02
Cl 5.170 -3.137 1.779  0.05
C 6.478 -3.348 0.609  -0.23
Cl 7.749 -4.337 1.330  0.06
Cl 5.847 -4.160 -0.828  0.05
Cl 7.136 -1.777 0.145  0.06
Cl -3.267 3.791 7.115  0.05
C -2.661 4.662 5.701  -0.23
Cl -1.245 5.613 6.161  0.05
Cl -2.216 3.518 4.440  0.07
Cl -3.920 5.744 5.096  0.05
Cl 6.733 -0.624 3.347  0.06
C 8.321 -0.877 4.083  -0.23
Cl 8.222 -2.232 5.212  0.05
Cl 9.529 -1.231 2.849  0.06
Cl 8.799 0.585 4.955  0.05

Its energy above the lowest of the compared OMol25 structures with the same formula, charge and spin is 5.2 kcal per mole. The HOMO-LUMO gap comes out at 9.6 eV. The calculation puts the HOMO energy at -9.56 eV. The largest force on an atom comes out at 1.5 eV/A. The SMILES is CC(C)[C@@H](C)CO[PH](Br)(CN)CP(=O)(O)O.ClC(Cl)(Cl)Cl.ClC(Cl)(Cl)Cl.ClC(Cl)(Cl)Cl.ClC(Cl)(Cl)Cl.ClC(Cl)(Cl)Cl. As for the net charge: 0.

Below is a 3-piece molecular cluster, C13H22BrF2NO11S overall at a distorted geometry, with properties calculated with ωB97M-V/def2-TZVPD.

Each line ends with the natural charge from an NBO analysis.
Geometry (Å):
C -6.319 -1.913 2.889  -0.63
C -5.511 -2.004 4.180  -0.26
Br -4.222 -3.465 4.154  0.02
C -4.873 -0.672 4.622  -0.11
O -3.455 -0.547 4.427  -0.68
S -2.976 -0.095 2.954  1.77
O -4.131 0.257 2.180  -0.92
O -2.565 -1.645 2.346  -0.55
N -1.763 -1.397 1.210  -0.28
C -2.566 -1.540 0.002  0.95
O -2.124 -1.331 -1.075  -0.52
F -3.773 -1.937 0.224  -0.27
C -0.758 -2.432 1.139  0.95
O 0.326 -2.304 0.674  -0.48
F -1.178 -3.555 1.660  -0.29
H -6.664 -0.911 2.697  0.22
H -5.811 -2.340 2.038  0.23
H -7.217 -2.504 3.030  0.22
H -6.198 -2.271 4.963  0.22
H -5.418 0.170 4.222  0.21
H -5.004 -0.630 5.693  0.21
C 0.414 1.429 -1.588  -0.64
C -0.702 1.361 -2.609  -0.07
O -0.777 2.571 -3.378  -0.49
C 0.120 2.680 -4.353  0.98
O 0.955 1.866 -4.646  -0.65
O -0.063 3.857 -4.952  -0.49
C 0.882 4.140 -5.985  -0.26
H 0.310 2.321 -0.968  0.21
H 0.396 0.548 -0.946  0.22
H 1.386 1.484 -2.075  0.22
H -1.660 1.267 -2.103  0.19
H -0.593 0.499 -3.265  0.20
H 0.928 3.329 -6.708  0.20
H 1.867 4.316 -5.555  0.19
H 0.543 5.044 -6.483  0.19
C 3.451 -1.563 -0.764  -0.64
C 4.093 -0.321 -1.344  -0.07
O 4.575 0.554 -0.313  -0.49
C 5.734 0.206 0.236  0.98
O 6.408 -0.743 -0.063  -0.65
O 6.025 1.098 1.185  -0.50
C 7.222 0.811 1.909  -0.26
H 2.676 -1.295 -0.046  0.22
H 3.003 -2.164 -1.555  0.22
H 4.183 -2.174 -0.238  0.22
H 3.358 0.254 -1.901  0.19
H 4.900 -0.572 -2.032  0.19
H 8.062 0.661 1.234  0.20
H 7.080 -0.068 2.535  0.19
H 7.422 1.671 2.541  0.19

The HOMO-LUMO gap comes out at 10.8 eV. The calculation puts the HOMO energy at -10.43 eV. The largest force on an atom comes out at 2.0 eV/A. As for the net charge: 0.

Below is C13H22BrN5OS as an isolated structure at a distorted geometry, with properties calculated with ωB97M-V/def2-TZVPD.

Each line ends with the natural charge from an NBO analysis.
Geometry (Å):
C 2.820 4.090 1.090  -0.62
C 3.820 3.578 -0.123  -0.39
C 3.335 2.368 -0.760  -0.42
C 3.306 1.071 0.221  -0.24
N 2.884 -0.318 -0.524  -0.58
C 1.539 -0.685 -0.322  0.32
S 0.298 -0.057 0.698  -0.24
N 1.314 -1.623 -1.355  -0.45
H 2.077 -2.198 -1.584  0.38
N 0.214 -2.435 -1.048  -0.49
C 0.057 -3.087 0.001  0.65
O 0.993 -3.587 0.466  -0.63
C -1.279 -3.937 0.160  -0.42
H -1.217 -4.606 0.860  0.21
H -1.859 -3.922 -0.785  0.25
C -2.103 -2.761 1.267  -0.24
N -2.452 -1.744 0.445  -0.19
C -3.060 -0.516 1.001  0.23
C -3.213 0.458 -0.225  -0.21
C -2.951 -0.304 -1.191  0.06
N -2.472 -1.528 -1.035  -0.33
C -3.114 0.184 -2.568  -0.66
H -2.733 -0.619 -3.325  0.23
H -2.375 0.970 -2.718  0.23
H -4.005 0.600 -3.201  0.25
Br -4.015 2.085 -0.110  0.13
C -3.177 -0.418 2.370  -0.67
H -3.671 0.868 2.507  0.22
H -2.289 -0.215 2.962  0.25
H -3.720 -1.081 2.906  0.23
H -1.354 -2.266 1.886  0.24
H -2.934 -3.231 1.482  0.20
H -0.676 -1.908 -1.311  0.43
H 3.484 -0.666 -1.060  0.37
H 2.537 1.204 1.088  0.24
H 4.310 1.193 0.666  0.19
H 3.811 2.049 -1.783  0.22
H 2.139 2.412 -0.794  0.22
H 4.666 3.498 0.271  0.18
H 3.586 4.470 -0.813  0.22
H 1.818 4.079 0.828  0.21
H 2.950 5.151 1.567  0.21
H 2.709 3.383 1.895  0.20

Its energy above the lowest of the compared OMol25 structures with the same formula, charge and spin is 276.9 kcal per mole. The HOMO-LUMO gap comes out at 8.9 eV. The calculation puts the HOMO energy at -8.33 eV. The largest force on an atom comes out at 15.0 eV/A. As for the net charge: 0.

Below is one molecule with the formula C13H22N6O6 at a distorted geometry, with properties calculated with ωB97M-V/def2-TZVPD.

Each line ends with the natural charge from an NBO analysis.
Geometry (Å):
C -3.283 1.146 1.766  -0.37
C -3.076 0.064 2.554  -0.21
C -2.268 -1.101 1.991  0.23
O -2.182 -2.149 2.915  -0.72
N -0.822 -0.683 1.850  -0.45
C -0.350 -0.398 0.515  0.65
N -1.156 -0.699 -0.435  -0.56
C -0.610 -0.526 -1.585  0.61
N -1.211 -1.055 -2.698  -0.50
C -1.383 -2.478 -2.940  0.11
O -2.557 -2.624 -2.164  -0.74
C -1.089 -0.236 -3.963  0.11
O 0.093 -0.762 -4.577  -0.74
N 0.557 -0.106 -1.834  -0.57
C 1.190 0.462 -0.812  0.65
N 2.422 1.148 -0.922  -0.49
C 2.828 2.222 -0.017  0.11
O 2.893 3.356 -0.895  -0.72
C 3.470 0.274 -1.489  0.10
O 3.426 0.654 -2.835  -0.70
N 0.759 0.252 0.337  -0.60
C -0.008 -0.423 3.016  0.17
O 1.171 -1.219 2.626  -0.74
C 0.403 0.966 3.268  -0.22
C -0.077 1.617 4.452  -0.35
H -3.594 2.129 2.080  0.21
H -2.999 1.094 0.689  0.19
H -3.424 -0.017 3.511  0.21
H -2.708 -1.421 1.054  0.21
H -1.372 -2.651 2.683  0.49
H -0.530 -3.156 -2.662  0.16
H -1.757 -2.703 -3.980  0.20
H -2.506 -1.979 -1.441  0.48
H -0.920 0.825 -3.708  0.17
H -1.962 -0.277 -4.573  0.19
H 0.774 -0.717 -3.921  0.49
H 2.176 2.375 0.780  0.17
H 3.758 1.966 0.537  0.17
H 2.421 3.071 -1.696  0.49
H 4.468 0.586 -1.130  0.18
H 3.179 -0.754 -1.278  0.16
H 4.267 0.308 -3.220  0.47
H -0.382 -0.965 3.877  0.23
H 1.526 -0.558 1.902  0.48
H 1.121 1.575 2.657  0.22
H 0.023 2.623 4.617  0.20
H -0.698 0.944 5.094  0.19

Its energy above the lowest of the compared OMol25 structures with the same formula, charge and spin is 78.0 kcal per mole. The HOMO-LUMO gap comes out at 9.3 eV. The calculation puts the HOMO energy at -8.93 eV. The largest force on an atom comes out at 7.0 eV/A. The SMILES is C=C[C@H](O)N(c1nc(N(CO)CO)nc(N(CO)CO)n1)[C@@H](O)C=C. As for the net charge: 0.

Below is an isolated ion of composition C13H22NO and charge +1 at a distorted geometry, with properties calculated with ωB97M-V/def2-TZVPD.

Each line ends with the natural charge from an NBO analysis.
Geometry (Å):
C -2.583 -1.672 -0.469  -0.67
C -1.216 -1.189 -0.901  -0.02
C -0.709 -1.786 -2.235  -0.67
N -0.009 -1.420 0.068  -0.43
C -0.145 -2.779 0.703  -0.44
C 0.210 -0.418 1.158  0.46
O -0.877 -0.550 2.016  -0.73
C 1.552 -0.369 1.778  -0.46
C 2.321 0.851 1.311  -0.43
C 1.314 1.784 0.718  0.03
C 0.114 1.272 0.490  -0.05
C -1.001 2.065 0.001  -0.29
C -0.749 3.257 -0.593  -0.12
C 0.634 3.700 -0.705  -0.44
C 1.470 3.241 0.488  -0.44
H -3.078 -0.900 0.082  0.25
H -3.342 -1.575 -1.246  0.26
H -2.519 -2.623 0.128  0.23
H -1.285 -0.037 -1.108  0.25
H -1.675 -1.626 -2.914  0.26
H -0.697 -2.847 -2.084  0.22
H 0.017 -1.263 -2.741  0.24
H 0.738 -1.707 -0.670  0.48
H -1.090 -3.055 1.275  0.26
H -0.127 -3.666 -0.030  0.24
H 0.711 -2.805 1.294  0.22
H -0.776 -0.136 2.892  0.52
H 2.126 -1.301 1.598  0.23
H 1.429 -0.232 2.877  0.24
H 3.155 0.505 0.657  0.23
H 2.808 1.360 2.142  0.23
H -1.845 1.510 0.096  0.20
H -1.676 3.709 -0.839  0.23
H 1.007 3.305 -1.623  0.22
H 0.566 4.770 -0.768  0.24
H 0.883 3.677 1.340  0.23
H 2.469 3.579 0.198  0.24

Its energy above the lowest of the compared OMol25 structures with the same formula, charge and spin is 88.6 kcal per mole. The HOMO-LUMO gap comes out at 8.8 eV. The calculation puts the HOMO energy at -11.38 eV. The largest force on an atom comes out at 6.1 eV/A. The SMILES is CC(C)[N@H+](C)[C@@]1(O)CCC2=C1C=CCC2. As for the net charge: +1.